A 6-piece molecular cluster, C32H46FN3O18 overall at a distorted geometry. Source: OMol25; level of theory: the ωB97M-V functional and the def2-TZVPD basis.

Positions of all 100 atoms, in Å:
C -1.46923 -0.40328 -4.31729
C -3.02100 -0.78627 -3.94791
C -3.25881 -0.60622 -2.30843
O -3.49778 -1.92409 -1.63185
C -2.58724 -1.85355 -0.45591
C -3.08358 -0.89811 0.81522
C -2.07633 -0.74067 2.14136
F -2.39721 0.07689 3.33870
C -0.66154 -1.56350 2.05404
C -0.18123 -2.52512 0.81716
C -1.15617 -2.68174 -0.49020
C -0.62621 -3.61003 -1.74399
N -1.37263 -4.91309 -1.92641
C 1.28058 -3.15599 1.20442
O 1.88059 -4.28019 0.78430
N 1.80086 -2.07092 2.17122
C 2.21382 -1.02936 1.10921
C 1.86536 0.55423 1.23094
C 2.22904 1.73082 0.11666
C 3.02570 1.07179 -1.19938
C 3.31800 -0.52776 -1.10844
N 2.96829 -1.53900 -0.07202
C 0.62663 -1.67906 3.05894
O 0.67388 -1.51633 4.40964
H -0.74215 -1.34207 -4.29546
H -0.98136 0.39303 -3.57403
H -1.37803 0.04685 -5.40619
H -3.30408 -1.88836 -4.28857
H -3.71427 -0.06546 -4.58256
H -4.14619 0.15339 -2.12964
H -2.26632 -0.11647 -1.87560
H -4.11663 -0.33511 0.79209
H -0.78547 -2.94749 -2.72351
H 0.55433 -3.74677 -1.66387
H -1.64544 -4.92559 -2.95535
H -0.63972 -5.66401 -1.74627
H 1.26610 0.90056 2.19756
H 1.93840 2.85985 0.21006
H 3.35349 1.74507 -2.12833
H 3.92235 -0.96351 -2.04467
C 6.47483 4.25609 -2.02639
O 5.41909 4.31920 -2.98319
C 5.70339 5.06614 -4.07988
O 6.74975 5.65849 -4.29256
O 4.62180 5.03979 -4.89887
C 4.77852 5.78935 -6.10210
H 6.13854 3.63383 -1.19253
H 7.36527 3.79332 -2.46397
H 6.70582 5.25404 -1.63997
H 5.60104 5.38780 -6.70267
H 4.94161 6.84861 -5.87863
H 3.85458 5.69807 -6.67984
C -5.34188 -1.04970 4.50023
O -6.64105 -1.61863 4.65035
C -7.30747 -1.80452 3.48296
O -6.89106 -1.53130 2.36810
O -8.51743 -2.34705 3.77096
C -9.33410 -2.59933 2.62922
H -4.90125 -0.94592 5.49556
H -4.69891 -1.70696 3.90598
H -5.40593 -0.05533 4.04670
H -8.85079 -3.31862 1.96026
H -9.55782 -1.66690 2.10092
H -10.27623 -3.03229 2.97666
C 4.61296 1.69626 8.68143
O 3.31380 1.12733 8.83155
C 2.64737 0.94144 7.66417
O 3.06378 1.21467 6.54930
O 1.43741 0.39891 7.95216
C 0.62074 0.14663 6.81042
H 5.05359 1.80004 9.67677
H 5.25593 1.03900 8.08719
H 4.54891 2.69063 8.22790
H 1.10405 -0.57266 6.14146
H 0.39702 1.07906 6.28212
H -0.32138 -0.28633 7.15786
C 8.92902 -1.05786 3.68185
O 7.62986 -1.62679 3.83196
C 6.96344 -1.81267 2.66458
O 7.37985 -1.53945 1.54972
O 5.75348 -2.35521 2.95258
C 4.93681 -2.60749 1.81083
H 9.36965 -0.95408 4.67718
H 9.57200 -1.71512 3.08760
H 8.86498 -0.06349 3.22831
H 5.42012 -3.32678 1.14187
H 4.71309 -1.67506 1.28254
H 3.99468 -3.04044 2.15828
C -7.29366 0.22556 -5.52581
O -6.28412 0.73963 -6.39218
C -6.64913 1.85374 -7.07555
O -7.72956 2.41795 -7.00271
O -5.60374 2.23128 -7.85396
C -5.84618 3.39911 -8.63598
H -6.89372 -0.66374 -5.03102
H -7.55299 0.96013 -4.75660
H -8.18015 -0.06781 -6.09733
H -6.04751 4.26056 -7.99112
H -6.67476 3.23260 -9.33190
H -4.94478 3.60890 -9.21842

Forces on the atoms, in the same order (eV/Å):
C 0.87 -0.11 -0.38
C 0.10 0.12 -0.01
C 0.43 1.31 -1.49
O 3.22 2.13 2.52
C 1.17 -0.06 2.26
C 3.52 -1.57 0.75
C 1.10 -2.31 -2.75
F 0.96 -2.65 -4.02
C -0.37 -0.71 -1.32
C -4.29 1.72 -0.28
C -0.09 1.39 3.15
C 0.21 1.89 -0.68
N 1.82 0.44 -0.96
C 0.56 -4.16 -2.31
O -4.09 7.90 3.13
N 0.00 0.22 -2.02
C 1.11 3.94 -2.69
C 0.56 0.04 -1.46
C 1.52 -6.24 -1.02
C -1.54 -1.77 3.92
C -0.88 1.65 0.86
N -1.88 5.31 0.56
C -1.60 1.52 4.89
O -0.08 -1.32 -9.77
H -1.63 1.89 0.03
H -1.32 -1.68 -1.57
H -0.30 -0.95 2.23
H 0.74 2.31 0.87
H 1.29 -1.42 1.61
H 1.62 -1.81 -0.12
H -2.24 -1.06 -0.89
H 2.34 -1.36 0.01
H 0.27 -1.27 2.21
H -2.63 0.36 0.24
H 0.55 -0.41 1.94
H -1.59 1.08 -0.54
H 1.47 -0.84 -2.26
H 0.59 -2.55 -0.02
H -0.73 -1.84 2.30
H -1.54 0.86 2.49
C 0.43 -0.05 0.43
O -0.04 0.51 -0.94
C 0.50 0.28 -0.11
O -1.59 -0.89 0.32
O 0.71 -0.12 0.78
C 0.03 0.28 -0.47
H -0.19 0.08 -0.32
H -0.12 0.24 0.04
H 0.07 -0.17 -0.21
H -0.05 0.18 0.20
H 0.14 -0.23 -0.04
H 0.08 -0.16 0.35
C 0.52 0.21 -0.02
O -0.75 -0.24 -0.89
C 0.17 0.08 -0.25
O -0.57 -0.35 1.50
O 1.01 0.44 -0.06
C -0.32 -0.11 -0.40
H -0.34 -0.14 -0.11
H -0.16 0.19 -0.02
H 0.03 -0.25 -0.06
H -0.01 0.26 0.04
H 0.18 -0.19 0.01
H 0.31 0.12 0.21
C 0.44 0.17 -0.03
O -0.57 -0.18 -0.72
C -0.08 -0.03 -0.50
O -0.55 -0.32 1.62
O 1.15 0.60 0.14
C -0.21 -0.26 -0.50
H -0.35 -0.14 -0.09
H -0.17 0.20 -0.04
H 0.03 -0.25 -0.07
H -0.08 0.48 0.31
H 0.16 -0.16 0.00
H 0.29 0.10 0.21
C 0.40 0.17 -0.02
O -0.51 -0.16 -0.72
C -0.26 -0.06 -0.39
O -0.48 -0.33 1.54
O 1.35 0.49 0.09
C -0.27 -0.12 -0.41
H -0.34 -0.14 -0.09
H -0.16 0.20 -0.04
H 0.03 -0.25 -0.07
H 0.00 0.26 0.01
H 0.42 -0.39 0.21
H 0.46 0.13 0.17
C -0.38 -0.22 0.34
O -0.05 0.85 -0.60
C -0.47 0.28 -0.01
O 1.61 -0.85 -0.10
O -0.69 -0.47 0.70
C -0.07 0.45 -0.32
H 0.18 0.22 -0.25
H -0.08 -0.07 -0.25
H 0.11 0.22 0.13
H -0.13 -0.20 -0.12
H 0.05 0.09 0.26
H -0.06 -0.29 0.25

E_HOMO: -9.0 eV
SMILES: CCCOc1cc(F)c2c(c1CN)C(=O)N(c1ccccn1)C2=O.COC(=O)OC.COC(=O)OC.COC(=O)OC.COC(=O)OC.COC(=O)OC

=====

A 2-piece molecular cluster, C32H46IN3O5 overall at a distorted geometry. Source: OMol25; level of theory: the ωB97M-V functional and the def2-TZVPD basis.

Positions of all 87 atoms, in Å:
N 1.76175 2.41069 -0.52909
N 2.77815 1.77332 -1.28803
C 2.28781 0.86814 -2.28461
I 1.27549 -0.74738 -1.31986
C 3.43279 0.48402 -3.20814
C 4.26435 -0.71831 -2.84475
C 4.98213 -0.71139 -1.50736
C 5.31667 -2.16279 -1.08116
C 4.88887 -2.60516 0.31233
C 3.80082 -3.64251 0.33966
C 3.20512 -3.86039 1.71451
C 2.66595 -2.63211 2.41886
C 1.22638 -2.69636 2.82779
C 0.86157 -1.41635 3.58130
C -0.36499 -0.75641 3.04175
C -0.38703 0.72450 3.32597
C -1.73310 1.35452 3.10797
N -1.93414 1.57169 1.69160
C -2.40162 0.62444 0.86547
C -2.43123 1.13766 -0.30375
C -2.01088 2.42647 -0.23838
C -1.70267 2.64947 0.99308
O 3.07163 0.44486 -4.56247
C 2.15027 -0.51391 -5.03748
C 0.80841 0.07440 -5.40214
C -0.35170 -0.85889 -5.40953
C -0.40368 -2.01658 -4.81431
C -1.46500 -2.75121 -4.84540
C -2.52859 -2.33537 -5.47586
C -2.47256 -1.19070 -6.09073
C -1.41954 -0.46916 -6.05875
H 0.83659 2.24198 -0.90554
H 1.76975 2.06009 0.41177
H 3.32415 2.49215 -1.73341
H 1.57290 1.40548 -2.87329
H 4.11179 1.30732 -3.12478
H 3.70710 -1.62115 -2.96639
H 5.01928 -0.73282 -3.60209
H 5.92184 -0.20980 -1.60316
H 4.41012 -0.29113 -0.71499
H 6.38005 -2.24420 -1.07407
H 4.96180 -2.85370 -1.81988
H 5.75238 -3.06590 0.74086
H 4.61997 -1.77724 0.93540
H 3.05667 -3.48416 -0.41398
H 4.25237 -4.58357 0.09421
H 4.01414 -4.22721 2.31300
H 2.49173 -4.65557 1.65785
H 2.83329 -1.72389 1.87718
H 3.21120 -2.53562 3.33460
H 0.57181 -2.84899 1.99007
H 1.10705 -3.51376 3.51135
H 0.72508 -1.68105 4.60974
H 1.66149 -0.71740 3.47021
H -1.27474 -1.20283 3.39824
H -0.36379 -0.88279 1.97980
H 0.25254 1.19052 2.61081
H -0.02254 0.91742 4.31406
H -1.70621 2.31558 3.57567
H -2.51466 0.76326 3.52127
H -2.67797 -0.33572 1.18853
H -2.76522 0.60409 -1.15136
H -1.93481 3.11302 -1.03257
H -1.33197 3.54697 1.40243
H 2.56881 -0.87499 -5.95032
H 2.04642 -1.37086 -4.40550
H 0.89322 0.42253 -6.40770
H 0.55808 0.93734 -4.81740
H 0.43143 -2.39824 -4.27888
H -1.45295 -3.67493 -4.32858
H -3.40317 -2.93628 -5.47173
H -3.34346 -0.85529 -6.59708
H -1.45088 0.46213 -6.57167
O -6.80816 4.86207 6.66556
C -6.45435 4.26278 5.66801
C -5.20828 4.51172 4.97284
C -4.90964 3.81026 3.86828
O -3.79557 3.98062 3.18628
C -5.84006 2.75872 3.31761
O -5.50148 2.17954 2.30465
C -7.07705 2.49463 4.02767
C -7.37261 3.19481 5.13232
O -8.47589 3.01016 5.83091
H -4.55016 5.26840 5.37514
H -3.83305 3.35294 2.43407
H -7.72905 1.72806 3.63454
H -8.43674 3.64530 6.57093

Forces on the atoms, in the same order (eV/Å):
N 0.15 0.46 -0.17
N -0.01 -0.17 1.02
C 0.49 0.47 0.11
I -0.22 -0.27 0.03
C -0.09 -0.72 0.29
C 0.17 0.40 0.17
C -0.27 -1.61 -0.06
C 0.15 0.73 0.31
C -0.15 -0.17 -0.58
C -0.07 -0.31 0.29
C 0.45 0.51 -0.31
C -0.16 -0.65 0.05
C 0.10 0.50 0.52
C -0.44 -0.87 -0.57
C -0.13 0.45 0.00
C -0.40 -0.62 -0.04
C 1.11 0.77 -0.48
N -0.74 -2.12 3.56
C -0.03 -2.19 3.62
C -1.38 -0.92 -5.56
C -0.16 1.36 -4.40
C 1.57 3.37 2.81
O -0.01 0.63 -0.34
C -0.03 0.25 0.03
C 0.36 -0.20 0.04
C 3.66 2.85 0.02
C 4.73 -1.12 2.38
C -1.00 -4.28 1.99
C -3.47 -3.13 0.31
C -5.55 0.54 -2.36
C 1.16 4.75 -2.16
H -0.10 0.03 -0.14
H 0.04 -0.29 0.25
H 0.07 0.18 -0.18
H -1.02 -0.17 -0.54
H 0.45 0.85 -0.22
H -0.61 -0.63 0.04
H 0.56 -0.22 -0.70
H 0.40 0.80 0.05
H -0.53 0.75 0.47
H 0.92 -0.17 -0.34
H -0.27 -0.52 -0.43
H 0.62 -0.23 0.75
H -0.04 0.73 0.27
H -0.67 0.45 -0.44
H 0.29 -0.69 -0.51
H 0.54 -0.49 0.49
H -0.70 -0.47 0.06
H 0.11 0.55 -0.60
H 0.52 0.36 0.67
H -0.36 -0.15 -0.55
H -0.22 -0.80 0.17
H 0.10 0.26 0.85
H 0.77 0.52 0.22
H -0.52 -0.48 0.34
H -0.12 -0.13 -0.88
H 0.92 0.55 -0.27
H 0.21 0.20 0.74
H -0.37 0.70 0.39
H -0.85 -0.42 0.26
H -0.24 -0.91 0.52
H -0.26 -0.28 -0.91
H 0.06 0.66 -0.76
H 0.38 0.74 0.72
H 0.48 -0.48 -0.68
H 0.10 -0.34 0.79
H 0.09 0.60 -0.76
H 0.01 0.50 0.60
H 0.70 -0.16 0.42
H -0.14 -0.92 0.41
H -0.79 -0.38 -0.13
H -0.67 0.40 -0.53
H 0.28 0.83 -0.35
O -0.22 -0.07 0.12
C 0.35 0.11 -0.14
C 0.00 0.04 0.07
C -0.16 0.20 0.37
O 0.17 -0.13 -0.30
C -0.35 -0.12 0.15
O 0.25 0.03 -0.09
C 0.03 -0.05 -0.08
C 0.14 -0.19 -0.35
O -0.21 0.05 0.23
H 0.02 0.01 -0.03
H 0.06 0.02 -0.10
H -0.03 0.00 0.01
H -0.01 0.06 0.07

E_HOMO: -8.6 eV
SMILES: NN[C@H](I)[C@@H](CCCCCCCCCCCCn1cccc1)OCCc1ccccc1.O=C1C=C(O)C(=O)C=C1O

=====

no.,gap between HOMO and LUMO (eV)
1,7.29
2,7.17